Record 1
C4H7NO2 | ωB97M-V/def2-TZVPD

Summary:
Energy, eV: -9846.3037
SMILES: CC(=O)N(C)C=O
Relative energy (zero: lowest compared OMol25 entry of this formula, charge and spin), eV: 0.976
Lowest unoccupied orbital energy, Ha: 0.0201

Each line ends with the Löwdin charge.
Positions of all 14 atoms, in Å:
C (-1.619472, -0.969047, -0.047023)  -0.03
N (-0.405652, -0.185004, 0.168365)  -0.08
C (-0.494011, 0.960143, 1.016295)  -0.27
O (-1.034877, 1.981859, 0.698726)  0.12
C (0.650291, -0.399792, -0.689971)  -0.50
O (0.537630, -1.191346, -1.607220)  0.06
C (1.949836, 0.331029, -0.425058)  0.01
H (-2.371660, -0.688834, 0.693805)  0.09
H (-2.027558, -0.814613, -1.048236)  0.10
H (-1.391505, -2.032651, 0.075836)  0.10
H (-0.099184, 0.817002, 2.035171)  0.14
H (2.056012, 1.176975, -1.107283)  0.09
H (2.762526, -0.370994, -0.632425)  0.09
H (2.049890, 0.704901, 0.596573)  0.07

Force components x, y, z for each atom (eV/Å):
C -0.229 -0.101 -0.024
N 0.133 -0.015 -0.126
C -0.330 0.366 0.156
O 0.216 -0.473 0.029
C 0.012 -0.276 -0.177
O 0.108 0.149 0.267
C 0.040 0.009 0.037
H 0.131 0.049 -0.072
H 0.068 0.024 0.094
H -0.001 0.207 -0.084
H 0.181 0.037 -0.086
H -0.087 -0.072 0.000
H -0.161 0.145 0.033
H -0.082 -0.049 -0.046

Record 2
C33H27N4NdO7SSe2 | ωB97M-V/def2-TZVPD

Summary:
Energy, eV: -211758.9245
Multiplicity: 4
Relative energy (zero: lowest compared OMol25 entry of this formula, charge and spin), eV: 1.346
Lowest unoccupied orbital energy (alpha / beta), Ha: -0.0091 / -0.0091

Each line ends with the Löwdin charge.
Positions of all 75 atoms, in Å:
Nd (0.541066, 0.956767, 0.419510)  1.67
O (4.085169, 0.415691, 2.869097)  0.07
C (2.937521, 0.232370, 2.507073)  -0.58
O (2.164101, 1.098678, 1.940216)  -0.28
C (2.266655, -1.137665, 2.805677)  -0.08
C (0.819503, -0.936773, 3.271912)  -0.24
C (0.260345, -2.241828, 3.847219)  -0.08
C (0.061444, -3.076441, 2.560021)  -0.07
C (0.516234, -2.088572, 1.479754)  -0.23
O (0.100232, -0.815333, 2.021113)  -0.19
C (2.060077, -1.988014, 1.497643)  -0.15
C (2.123964, -0.912345, -0.990176)  -0.54
O (3.409445, -1.249870, -1.572487)  0.04
O (1.867626, 0.370229, -1.072305)  -0.24
H (2.875643, -1.653029, 3.544451)  0.15
H (0.667135, -0.056788, 3.887583)  0.14
H (-0.687364, -2.062932, 4.354295)  0.12
H (0.953713, -2.695963, 4.552250)  0.12
H (-0.983613, -3.335894, 2.400456)  0.12
H (0.652368, -3.990462, 2.542812)  0.12
H (0.064337, -2.263072, 0.514289)  0.13
H (2.479194, -2.990337, 1.607521)  0.15
Se (-0.435604, 4.576001, 0.056585)  0.74
Se (1.597903, 3.710794, 0.824404)  0.77
C (1.016279, 3.414483, 2.640557)  -0.66
C (1.651481, 4.067816, 3.681648)  -0.08
C (1.227914, 3.786964, 4.971048)  -0.04
C (0.178200, 2.900167, 5.151332)  -0.05
C (-0.393370, 2.309397, 4.034141)  -0.13
N (0.026729, 2.545218, 2.794997)  -0.01
C (-0.417025, 3.686360, -1.651599)  -0.67
C (-1.189818, 4.176036, -2.697476)  -0.10
C (-1.003452, 3.616703, -3.947765)  -0.07
C (-0.060586, 2.609006, -4.110283)  -0.06
C (0.640099, 2.170723, -3.000001)  -0.12
N (0.457543, 2.700921, -1.786953)  -0.06
H (2.457399, 4.756607, 3.473640)  0.11
H (1.706438, 4.264200, 5.815812)  0.11
H (-0.189486, 2.664665, 6.140198)  0.11
H (-1.214594, 1.608136, 4.133496)  0.12
H (-1.876674, 4.994634, -2.529399)  0.11
H (-1.577810, 3.972791, -4.793565)  0.11
H (0.117217, 2.164231, -5.079705)  0.11
H (1.389338, 1.392172, -3.053819)  0.12
O (-2.431756, -0.944917, 0.394850)  -0.27
S (-1.982854, 0.101822, -0.489299)  0.58
O (-1.672320, 1.380226, 0.197381)  -0.46
N (-0.648523, -0.193596, -1.255860)  -0.24
C (-0.281634, -1.469416, -1.711757)  -0.26
C (-1.217897, -2.333482, -2.283261)  -0.02
C (-0.846626, -3.608105, -2.666417)  -0.07
C (0.431028, -4.058477, -2.402504)  -0.04
C (1.388413, -3.234371, -1.800667)  -0.14
C (2.603741, -3.923372, -1.331373)  -0.02
C (3.635888, -3.431361, -0.647299)  0.00
C (3.777676, -1.957363, -0.397415)  -0.27
N (2.684194, -1.341947, 0.358678)  0.06
C (1.056938, -1.891039, -1.540163)  0.00
C (-3.293178, 0.436958, -1.655789)  -0.27
C (-2.914510, 0.799108, -2.938124)  -0.07
C (-3.883758, 1.021469, -3.902609)  -0.06
C (-5.223708, 0.860971, -3.577172)  -0.08
C (-5.593640, 0.480236, -2.294177)  -0.07
C (-4.626810, 0.262747, -1.324766)  -0.05
H (-2.240849, -1.997688, -2.395834)  0.11
H (-1.567435, -4.265638, -3.135497)  0.11
H (0.698949, -5.080249, -2.643022)  0.11
H (2.587357, -4.993455, -1.514040)  0.11
H (4.414008, -4.093381, -0.283997)  0.11
H (4.772927, -1.683251, -0.034811)  0.15
H (-1.860666, 0.871402, -3.163998)  0.09
H (-3.590846, 1.304410, -4.905749)  0.11
H (-5.982189, 1.020232, -4.333224)  0.11
H (-6.639712, 0.342709, -2.054669)  0.11
H (-4.895125, -0.047600, -0.322658)  0.12

Force components x, y, z for each atom (eV/Å):
Nd 1.124 2.328 1.545
O -0.053 0.049 -0.107
C 0.129 -0.475 0.349
O 0.978 -0.354 0.772
C -0.020 0.381 -0.162
C 0.338 -0.215 0.427
C -0.102 0.110 -0.113
C -0.027 0.123 -0.037
C 0.284 -0.611 0.011
O -0.079 -0.279 0.308
C -0.081 0.146 -0.033
C 0.856 -0.981 0.108
O -0.215 0.171 0.006
O 0.786 -0.741 -1.599
H -0.013 -0.022 0.025
H -0.065 0.066 -0.102
H 0.007 -0.024 0.009
H 0.010 0.015 0.022
H -0.003 0.012 0.041
H 0.003 -0.010 -0.021
H -0.105 0.082 -0.007
H -0.014 -0.008 0.029
Se -0.272 0.286 -0.017
Se 0.356 0.770 0.177
C -0.232 0.114 -0.022
C 0.024 -0.038 -0.115
C -0.031 -0.032 -0.033
C 0.064 0.044 0.036
C -0.079 -0.025 -0.007
N -0.079 0.180 0.027
C 0.461 -0.007 0.032
C -0.019 0.096 0.120
C -0.024 -0.057 0.031
C -0.019 0.005 -0.010
C 0.022 0.122 -0.114
N -0.286 -0.020 -0.075
H -0.008 0.021 0.055
H -0.013 -0.015 0.020
H -0.021 -0.012 -0.010
H -0.003 -0.001 -0.013
H -0.030 -0.020 -0.056
H -0.004 0.018 0.007
H 0.051 0.005 0.015
H -0.080 -0.095 0.040
O -0.307 0.038 -0.213
S -1.117 -0.671 -0.434
O -1.650 0.031 -0.311
N -0.952 -0.280 -0.137
C 0.243 -0.432 -0.290
C 0.063 0.124 0.052
C -0.096 0.003 -0.015
C 0.135 -0.022 0.039
C -0.253 0.097 -0.042
C 0.195 -0.125 0.024
C 0.028 0.057 0.046
C 0.050 -0.057 0.163
N -0.036 -0.135 -0.299
C -0.168 0.416 -0.119
C 0.370 -0.127 -0.064
C 0.049 0.018 0.011
C -0.034 0.001 0.039
C 0.020 0.029 -0.087
C -0.022 0.012 0.001
C -0.018 -0.004 0.264
H 0.001 -0.032 -0.085
H -0.012 0.006 0.027
H 0.005 -0.002 0.042
H 0.004 0.013 -0.010
H -0.028 -0.050 -0.067
H -0.005 -0.046 -0.036
H 0.042 0.066 -0.085
H -0.018 -0.013 0.003
H -0.009 0.000 0.025
H 0.008 0.001 0.031
H -0.003 -0.018 -0.033

Record 3
CN2O2S | ωB97M-V/def2-TZVPD

Summary:
Energy, eV: -18947.0028
SMILES: N#[N+][S-].O=C=O
Relative energy (zero: lowest compared OMol25 entry of this formula, charge and spin), eV: 0.217
Lowest unoccupied orbital energy, Ha: 0.0094

Each line ends with the Löwdin charge.
Positions of all 6 atoms, in Å:
C (-1.537261, -0.028489, 0.245136)  -0.48
N (0.689840, 0.860647, -0.670555)  0.19
N (1.412051, 0.082432, -0.275075)  -0.78
O (-0.845080, -0.923219, 0.462610)  0.15
O (-2.214547, 0.845992, -0.042279)  0.22
S (2.494998, -0.837364, 0.280164)  0.69

Force components x, y, z for each atom (eV/Å):
C 0.215 -0.694 -0.265
N 1.421 -1.369 0.421
N -1.945 3.390 -1.552
O -0.016 -1.014 0.713
O -1.055 1.266 -0.096
S 1.381 -1.579 0.779

Record 4
C4H7NO | ωB97M-V/def2-TZVPD

Summary:
Energy, eV: -7796.5638
Relative energy (zero: lowest compared OMol25 entry of this formula, charge and spin), eV: 3.081
Lowest unoccupied orbital energy, Ha: 0.0362

Each line ends with the Löwdin charge.
Positions of all 13 atoms, in Å:
C (0.713310, 1.020584, 1.173036)  -0.03
C (-0.315044, -0.611974, -0.561220)  -0.33
N (0.198942, -1.820912, -0.510967)  0.10
C (-1.500938, 0.009587, -0.802193)  -0.17
C (0.252119, 0.754642, -0.242492)  -0.24
O (-1.143645, 1.211687, -0.497432)  -0.05
H (-0.359532, -2.654193, -0.673007)  0.11
H (1.186628, -2.004531, -0.359425)  0.10
H (-2.460108, -0.390120, -1.132985)  0.12
H (0.909353, 1.194431, -1.001762)  0.15
H (0.793451, 2.098291, 1.348574)  0.08
H (0.022515, 0.608177, 1.915451)  0.09
H (1.702948, 0.584332, 1.344421)  0.08

Force components x, y, z for each atom (eV/Å):
C -0.106 0.312 0.021
C -1.851 2.578 -0.538
N 1.702 -3.771 0.134
C 0.489 -6.253 -0.739
C -0.837 -0.365 0.244
O 1.186 5.970 1.039
H 0.225 0.610 0.077
H -0.618 0.342 -0.151
H 0.043 0.806 0.187
H -0.188 -0.092 0.128
H 0.027 -0.114 -0.035
H 0.027 -0.021 -0.264
H -0.099 -0.002 -0.103

no.,strongest force on any atom (hartree/bohr)
1,0.01014
2,0.05856
3,0.08179
4,0.12281